Record 1
{"formula": "C19H16Cl2HfN2O5", "method": "wB97M-V/def2-TZVPD", "homo_energy_ev": -14.734, "charge": 2, "energy_ha": -2187.3526, "relative_energy_kcal_mol": 2.1, "elements": ["Hf", "Cl", "C", "C", "C", "Cl", "C", "O", "C", "C", "O", "C", "H", "H", "H", "N", "C", "N", "C", "C", "O", "C", "C", "H", "H", "H", "H", "H", "H", "H", "H", "O", "C", "O", "C", "C", "C", "C", "C", "C", "H", "H", "H", "H", "H"], "coordinates": [[-0.204, -0.613, 0.210], [-3.775, -5.699, -3.232], [-2.704, -4.487, -2.675], [-2.243, -3.509, -3.561], [-1.360, -2.521, -3.149], [-0.782, -1.349, -4.255], [-0.922, -2.481, -1.828], [-0.002, -1.567, -1.454], [-1.424, -3.449, -0.917], [-1.120, -3.434, 0.469], [-0.535, -2.483, 1.072], [-2.296, -4.466, -1.361], [-2.567, -3.527, -4.594], [-1.413, -4.293, 1.075], [-2.660, -5.209, -0.664], [1.604, 0.036, 1.205], [2.579, 0.486, 1.677], [3.634, 0.969, 2.188], [4.457, 2.000, 1.495], [5.851, 1.425, 1.286], [6.391, 1.000, 2.515], [5.657, -0.064, 3.077], [4.247, 0.395, 3.422], [4.492, 2.867, 2.155], [3.974, 2.272, 0.558], [6.509, 2.198, 0.892], [5.816, 0.594, 0.570], [6.174, -0.372, 3.984], [5.620, -0.916, 2.387], [4.271, 1.198, 4.159], [3.622, -0.417, 3.787], [-0.704, 1.306, -0.455], [-1.957, 1.072, -0.238], [-2.178, -0.100, 0.309], [-3.010, 1.984, -0.560], [-4.337, 1.652, -0.250], [-5.343, 2.542, -0.562], [-5.031, 3.750, -1.177], [-3.715, 4.082, -1.487], [-2.698, 3.204, -1.180], [-4.559, 0.709, 0.231], [-6.371, 2.304, -0.328], [-5.825, 4.445, -1.419], [-3.493, 5.025, -1.965], [-1.669, 3.441, -1.411]], "forces_ev_per_angstrom": [[0.91, 0.23, 0.14], [-0.05, -0.05, -0.04], [0.08, 0.05, 0.10], [0.06, 0.03, 0.06], [0.06, -0.09, 0.08], [-0.01, 0.02, -0.05], [-0.04, -0.30, -0.28], [-0.21, -0.09, 0.04], [0.01, 0.01, 0.13], [0.00, -0.09, -0.11], [-0.22, -0.03, -0.05], [-0.01, 0.03, -0.17], [-0.01, 0.00, 0.00], [0.00, 0.02, 0.01], [0.00, -0.01, 0.01], [0.02, 0.01, 0.06], [-0.09, -0.09, -0.09], [0.08, -0.06, 0.04], [0.05, 0.10, -0.04], [-0.05, 0.01, 0.00], [0.03, -0.02, 0.01], [-0.05, 0.02, -0.01], [0.04, -0.02, 0.07], [-0.01, 0.00, -0.02], [0.01, -0.01, 0.00], [-0.02, 0.01, 0.00], [0.01, 0.00, 0.01], [-0.02, 0.01, 0.01], [0.00, 0.01, 0.00], [-0.01, -0.02, 0.00], [0.01, -0.01, -0.01], [-0.12, 0.13, -0.08], [-0.16, 0.19, -0.01], [-0.31, 0.01, 0.17], [-0.04, 0.05, -0.02], [0.04, -0.01, 0.00], [-0.03, -0.02, 0.01], [0.02, -0.01, 0.00], [0.00, 0.01, -0.01], [0.02, -0.05, 0.02], [0.00, 0.00, 0.00], [0.00, -0.01, 0.00], [0.00, 0.00, 0.00], [0.01, 0.00, 0.00], [0.00, 0.00, 0.00]]}


Record 2
{"formula": "C19H16ClNO3SSc", "method": "wB97M-V/def2-TZVPD", "homo_energy_ev": -11.336, "charge": 1, "energy_ha": -2633.1437, "relative_energy_kcal_mol": 3.3, "elements": ["Sc", "C", "C", "C", "C", "C", "C", "C", "H", "H", "H", "H", "H", "H", "H", "H", "Cl", "C", "C", "C", "C", "O", "C", "C", "O", "C", "H", "H", "H", "H", "O", "N", "C", "C", "C", "C", "C", "S", "H", "H", "H", "H"], "coordinates": [[0.005, -0.436, 0.704], [3.667, 0.329, 1.080], [2.652, -0.683, 1.528], [1.922, -0.493, 2.704], [1.000, -1.439, 3.141], [0.801, -2.607, 2.408], [1.513, -2.807, 1.233], [2.418, -1.846, 0.792], [4.641, 0.091, 1.512], [3.388, 1.330, 1.403], [3.775, 0.334, -0.005], [2.068, 0.415, 3.274], [0.444, -1.267, 4.052], [0.082, -3.341, 2.742], [1.353, -3.701, 0.647], [2.951, -1.998, -0.138], [-3.597, -2.798, -5.201], [-2.510, -2.204, -3.988], [-1.399, -1.439, -4.376], [-0.509, -0.944, -3.450], [-0.706, -1.191, -2.089], [0.155, -0.708, -1.205], [-1.821, -1.961, -1.699], [-2.079, -2.309, -0.344], [-1.400, -1.938, 0.636], [-2.716, -2.471, -2.667], [-1.247, -1.240, -5.429], [0.346, -0.357, -3.755], [-2.928, -2.966, -0.138], [-3.566, -3.068, -2.358], [0.634, 1.445, 0.942], [-0.062, 2.582, 0.835], [0.647, 3.733, 0.768], [-0.011, 4.923, 0.677], [-1.412, 4.908, 0.656], [-2.092, 3.720, 0.720], [-1.409, 2.496, 0.808], [-2.145, 0.940, 0.880], [1.716, 3.599, 0.793], [0.559, 5.839, 0.622], [-1.962, 5.836, 0.587], [-3.172, 3.689, 0.700]], "forces_ev_per_angstrom": [[0.24, 0.12, 0.45], [0.01, 0.03, -0.02], [0.07, 0.12, -0.05], [0.02, 0.10, 0.07], [-0.04, 0.00, 0.03], [-0.05, -0.02, 0.03], [0.01, 0.00, -0.05], [0.06, -0.08, -0.08], [-0.01, 0.00, 0.00], [0.00, -0.03, 0.02], [-0.01, -0.03, 0.02], [-0.01, 0.02, 0.01], [-0.02, 0.00, 0.01], [-0.02, 0.00, 0.00], [-0.02, -0.01, -0.02], [0.00, -0.01, -0.01], [0.08, 0.03, 0.11], [-0.02, 0.01, -0.14], [0.09, 0.06, -0.06], [-0.14, -0.08, -0.24], [0.54, 0.33, 0.41], [-0.26, -0.24, -0.50], [-0.42, -0.32, 0.06], [0.20, 0.12, -0.01], [-0.59, -0.41, -0.01], [-0.02, 0.00, -0.03], [0.00, 0.00, 0.01], [-0.01, -0.01, 0.01], [-0.04, -0.05, -0.05], [0.02, 0.02, 0.03], [0.34, 0.43, -0.01], [0.22, -0.32, 0.00], [-0.26, -0.14, 0.02], [0.01, 0.01, 0.00], [0.05, 0.15, -0.01], [-0.20, -0.18, 0.01], [-0.02, 0.22, 0.00], [0.18, 0.11, 0.03], [0.02, 0.04, 0.00], [-0.06, 0.02, 0.00], [0.02, -0.02, 0.00], [0.01, 0.01, 0.00]]}


Record 3
{"formula": "C19H16F5NOPdS2", "method": "wB97M-V/def2-TZVPD", "homo_energy_ev": 0.829, "charge": -2, "energy_ha": -2287.1593, "relative_energy_kcal_mol": 0.0, "elements": ["Pd", "S", "C", "C", "C", "C", "C", "C", "N", "C", "C", "C", "C", "C", "C", "C", "H", "H", "H", "H", "H", "H", "H", "H", "O", "S", "C", "C", "C", "C", "H", "H", "H", "H", "H", "H", "H", "H", "F", "C", "F", "C", "F", "F", "F"], "coordinates": [[0.024, -1.352, 0.836], [2.732, 2.106, -1.639], [2.255, 1.199, -3.036], [2.359, 1.510, -4.386], [1.862, 0.608, -5.313], [1.267, -0.587, -4.896], [1.169, -0.904, -3.554], [1.676, -0.010, -2.609], [1.647, -0.220, -1.251], [2.142, 0.782, -0.596], [2.166, 0.904, 0.855], [2.971, 1.908, 1.419], [2.987, 2.121, 2.780], [2.170, 1.304, 3.577], [1.395, 0.313, 3.013], [1.326, 0.025, 1.610], [2.809, 2.441, -4.712], [1.925, 0.838, -6.370], [0.866, -1.269, -5.637], [0.692, -1.809, -3.203], [3.605, 2.522, 0.782], [3.615, 2.890, 3.218], [2.159, 1.444, 4.656], [0.806, -0.308, 3.681], [-2.142, -0.106, -1.471], [-1.794, -0.290, -0.014], [-3.456, -0.448, 0.783], [-3.954, 0.944, 1.205], [-3.101, 1.978, 0.455], [-1.688, 1.433, 0.557], [-3.367, -1.157, 1.604], [-4.060, -0.892, -0.008], [-3.802, 1.072, 2.281], [-5.023, 1.067, 1.010], [-3.202, 2.984, 0.873], [-3.394, 2.006, -0.598], [-1.330, 1.396, 1.589], [-0.926, 1.910, -0.058], [-1.625, -3.918, 0.209], [-0.472, -3.500, 0.946], [0.485, -4.455, 0.536], [-0.843, -3.992, 2.353], [-1.175, -5.321, 2.435], [0.159, -3.830, 3.237], [-1.915, -3.336, 2.849]], "forces_ev_per_angstrom": [[-0.52, -0.42, 0.11], [0.07, 0.10, -0.10], [-0.01, -0.04, 0.02], [0.01, 0.03, 0.00], [-0.01, -0.02, -0.04], [0.00, 0.01, -0.01], [0.02, 0.04, 0.01], [-0.01, -0.09, -0.01], [0.07, 0.34, -0.09], [-0.13, -0.37, 0.11], [-0.03, 0.02, -0.12], [0.02, 0.04, 0.11], [0.00, 0.01, -0.07], [-0.01, 0.00, 0.06], [-0.04, -0.03, -0.06], [0.39, 0.30, 0.23], [0.00, 0.01, 0.02], [0.00, 0.00, 0.00], [0.00, 0.00, 0.00], [0.00, -0.01, 0.00], [-0.01, -0.01, -0.01], [0.00, -0.01, 0.00], [0.01, 0.01, -0.01], [-0.01, 0.01, 0.00], [-0.10, 0.00, -0.03], [0.38, -0.04, -0.33], [-0.02, 0.04, 0.10], [0.06, -0.04, -0.05], [-0.03, -0.03, 0.01], [-0.13, 0.02, 0.19], [0.02, 0.03, 0.02], [0.02, 0.00, -0.01], [0.00, 0.01, 0.00], [0.01, 0.02, 0.00], [-0.02, -0.02, 0.03], [0.02, 0.03, 0.00], [0.01, 0.01, -0.01], [-0.05, 0.01, -0.06], [-0.04, -0.01, -0.02], [-0.08, 0.13, 0.09], [0.08, -0.07, 0.02], [0.12, 0.02, -0.13], [-0.03, -0.05, -0.01], [0.04, -0.02, 0.03], [-0.07, 0.04, 0.01]]}